Formula: C25H17AlBrCl5N3O3S
Source: OMol25
Level of theory: the ωB97M-V functional and the def2-TZVPD basis

The geometry in XYZ format:
```
56
Properties=species:S:1:pos:R:3:nbo_charge:R:1
Al 1.38 0.68 -0.34 1.885
O 4.21 -1.87 1.63 -0.667
C 3.59 -2.99 1.23 0.320
C 3.96 -4.20 1.81 -0.253
C 3.37 -5.39 1.44 -0.173
C 2.40 -5.40 0.45 -0.239
C 2.04 -4.22 -0.15 -0.217
C 2.60 -3.00 0.24 -0.127
C 2.09 -1.77 -0.48 0.249
O 2.58 -0.54 -0.06 -0.991
N 0.60 -1.76 -0.37 -0.422
N 0.18 -0.75 0.38 -0.361
C -0.91 -0.65 1.04 0.017
C -1.09 0.51 1.85 -0.076
Br 0.59 1.44 2.21 0.149
C -2.20 0.97 2.45 -0.142
C -3.54 0.44 2.34 -0.124
C -4.37 0.61 3.46 -0.160
C -5.66 0.12 3.46 -0.200
C -6.16 -0.52 2.33 -0.176
C -5.36 -0.67 1.21 -0.223
C -4.06 -0.19 1.21 -0.141
H 3.86 -1.11 1.14 0.506
H 4.75 -4.18 2.56 0.233
H 3.67 -6.31 1.91 0.226
H 1.92 -6.32 0.15 0.224
H 1.33 -4.22 -0.97 0.200
H 2.30 -1.88 -1.56 0.171
H 0.18 -2.67 -0.21 0.396
H -1.68 -1.41 1.05 0.227
H -2.11 1.80 3.14 0.238
H -3.99 1.10 4.34 0.217
H -6.28 0.26 4.33 0.229
H -7.17 -0.89 2.32 0.227
H -5.76 -1.14 0.33 0.224
H -3.47 -0.26 0.31 0.202
Cl -0.62 6.90 -2.78 0.090
C -0.48 5.34 -2.10 -0.114
C 0.76 4.88 -1.64 -0.052
Cl 2.13 5.90 -1.69 0.092
C 0.85 3.60 -1.13 -0.149
Cl 2.30 2.92 -0.48 0.146
C -0.26 2.74 -1.10 0.278
O -0.11 1.50 -0.72 -0.916
C -1.50 3.24 -1.50 -0.048
Cl -2.86 2.20 -1.35 0.061
C -1.62 4.53 -2.00 -0.079
Cl -3.14 5.11 -2.51 0.104
S 2.13 1.44 -4.83 0.544
C 3.56 0.97 -4.00 -0.417
C 3.26 0.63 -2.72 -0.045
N 1.94 0.74 -2.39 -0.596
C 1.23 1.15 -3.41 -0.117
H 4.51 0.96 -4.48 0.269
H 3.96 0.30 -1.97 0.250
H 0.17 1.31 -3.37 0.251
```

ΔE to the lowest compared entry with this formula, charge and spin   165.9 kJ/mol
Total charge   +1
DFT total energy   -186897.866 eV
HOMO energy   -10.79 eV

Formula: C16H57F3N24O15
Source: OMol25
Level of theory: the ωB97M-V functional and the def2-TZVPD basis

The geometry in XYZ format:
```
115
Properties=species:S:1:pos:R:3:mulliken_charge:R:1
O -3.75 2.41 -0.63 1.452
H -4.15 2.82 0.13 0.131
H -3.15 1.68 -0.47 -0.473
H -4.36 2.03 -1.27 -0.118
C -1.22 -0.13 -0.89 -1.707
O 0.01 -0.21 -0.03 0.913
O -2.25 0.11 0.04 0.584
C -0.80 0.88 -2.05 1.196
F -1.79 1.08 -2.98 -0.230
F -0.53 2.17 -1.63 -0.382
F 0.22 0.42 -2.77 -0.122
C 0.28 -1.54 0.55 -1.634
C 1.02 -1.16 1.92 0.170
H 2.01 -0.84 1.60 0.146
H 0.42 -0.49 2.53 0.174
H 1.05 -1.96 2.66 -0.307
H 0.76 -2.21 -0.16 0.863
H -0.54 -2.18 0.88 0.122
H -1.32 -1.09 -1.39 -1.658
C 3.51 0.02 -0.57 0.339
O 4.65 0.36 -0.76 -0.789
N 3.07 -1.20 -0.73 -0.005
N 2.56 0.81 -0.23 1.470
H 3.62 -1.95 -1.12 0.245
H 2.11 -1.38 -0.48 0.077
H 1.66 0.35 -0.16 -0.447
H 2.62 1.80 -0.03 -0.103
C -5.91 0.36 1.56 -1.289
O -5.65 1.47 1.08 -0.093
N -6.98 0.07 2.09 -0.090
N -5.17 -0.70 1.41 0.466
H -7.00 -0.84 2.54 0.144
H -7.73 0.72 2.27 0.245
H -5.40 -1.62 1.75 0.190
H -4.25 -0.53 1.03 -0.135
C -1.48 -4.70 -1.18 0.544
O -2.65 -4.87 -0.85 -0.668
N -1.05 -3.70 -1.91 -0.163
N -0.57 -5.56 -1.02 -0.368
H -0.15 -3.45 -2.27 0.171
H -1.72 -2.94 -1.96 0.086
H -0.86 -6.38 -0.50 0.250
H 0.24 -5.76 -1.60 0.197
C 2.36 4.09 -3.89 0.651
O 2.26 4.54 -5.02 -0.718
N 1.35 3.76 -3.12 0.204
N 3.39 4.19 -3.11 -0.322
H 0.44 3.49 -3.47 -0.209
H 1.54 3.86 -2.13 0.065
H 3.22 4.15 -2.12 0.161
H 4.33 4.25 -3.49 0.186
C 3.89 0.12 4.39 0.615
O 4.87 -0.62 4.43 -0.724
N 3.03 0.26 5.36 -0.387
N 3.54 0.75 3.34 -0.124
H 2.55 1.15 5.38 0.172
H 3.35 -0.15 6.23 0.251
H 4.13 0.67 2.52 0.140
H 2.62 1.17 3.42 0.011
C -2.51 -3.97 3.37 0.560
O -1.50 -3.72 3.99 -0.582
N -3.38 -4.92 3.70 -0.405
N -2.93 -3.41 2.29 0.131
H -4.21 -4.97 3.14 0.134
H -3.13 -5.60 4.40 0.257
H -3.76 -3.84 1.90 0.129
H -2.63 -2.56 1.84 -0.073
C 3.70 -0.07 -4.01 0.747
O 3.44 -1.22 -4.08 -0.674
N 4.84 0.42 -4.33 -0.392
N 2.88 0.90 -3.74 -0.100
H 4.98 1.42 -4.33 0.130
H 5.63 -0.20 -4.46 0.226
H 3.18 1.85 -3.54 0.347
H 2.10 0.52 -3.21 -0.104
C 1.88 3.50 1.13 0.619
O 2.52 3.59 0.07 -0.776
N 0.65 3.44 1.28 -0.100
N 2.41 3.79 2.28 -0.435
H 0.16 2.83 0.63 -0.191
H 0.26 3.38 2.21 0.196
H 1.87 3.83 3.13 0.167
H 3.41 3.95 2.28 0.232
C 1.90 -4.61 5.78 0.655
O 2.50 -5.04 6.74 -0.683
N 2.35 -4.43 4.60 -0.443
N 0.78 -3.89 5.90 -0.216
H 3.33 -4.67 4.58 0.214
H 1.88 -3.79 3.97 0.247
H 0.59 -3.14 5.25 0.018
H 0.31 -3.76 6.78 0.199
C -1.75 4.75 -3.43 0.165
O -2.16 4.95 -2.31 -0.363
N -0.90 5.52 -4.08 -0.454
N -1.72 3.67 -4.14 -0.172
H -0.28 5.97 -3.42 0.218
H -0.53 5.22 -4.98 0.241
H -2.32 2.91 -3.84 0.138
H -1.52 3.71 -5.13 0.208
C -2.12 0.84 3.63 0.521
O -2.02 1.14 4.78 -0.747
N -2.12 -0.36 3.08 0.371
N -1.89 1.74 2.66 -0.428
H -2.30 -1.11 3.74 -0.064
H -1.88 -0.57 2.12 -0.531
H -1.66 2.65 3.06 0.279
H -1.88 1.33 1.74 0.166
C -0.15 -0.74 -6.29 0.636
O 0.61 -0.43 -7.16 -0.658
N -0.24 -1.83 -5.61 -0.425
N -0.82 0.20 -5.71 -0.220
H 0.61 -2.38 -5.62 0.275
H -0.85 -1.66 -4.83 0.254
H -1.32 -0.10 -4.88 0.039
H -0.53 1.12 -6.01 0.147
```

2S+1   2
Total charge   -1
DFT total energy   -92146.062 eV
HOMO energy (alpha / beta)   -0.79 / -7.50 eV

Formula: C39H64BFeGeN2O5S4
Source: OMol25
Level of theory: the ωB97M-V functional and the def2-TZVPD basis

The geometry in XYZ format:
```
117
Properties=species:S:1:pos:R:3:mulliken_charge:R:1
Fe -2.23 0.33 1.26 0.570
C 1.64 0.35 2.99 -1.467
C 0.45 1.30 3.07 1.695
C 0.65 2.50 2.15 -1.196
C 0.32 1.81 4.51 -2.065
O -0.74 0.59 2.69 0.245
Ge -1.95 -0.27 3.90 -1.452
O -3.22 0.92 3.22 0.664
C -4.16 1.78 3.84 1.501
C -4.60 1.20 5.19 -1.729
C -5.35 1.92 2.91 -1.388
C -3.51 3.15 4.07 -1.484
O -2.16 -1.39 2.37 0.701
C -2.96 -2.59 2.47 1.431
C -2.22 -3.56 3.39 -1.573
C -4.35 -2.28 3.03 -1.547
C -3.08 -3.19 1.08 -1.228
H 2.55 0.83 3.36 0.487
H 1.44 -0.54 3.61 0.341
H 1.81 0.01 1.97 -0.011
H 1.60 3.00 2.38 0.508
H 0.66 2.18 1.10 -0.091
H -0.17 3.21 2.27 0.299
H 1.16 2.45 4.76 0.456
H -0.61 2.38 4.62 0.323
H 0.29 0.97 5.22 0.451
H -5.09 0.23 5.03 0.314
H -3.74 1.05 5.85 0.390
H -5.31 1.87 5.68 0.442
H -5.73 0.94 2.62 0.252
H -6.15 2.48 3.41 0.481
H -5.06 2.44 2.00 0.239
H -2.68 3.07 4.78 0.258
H -3.12 3.53 3.12 0.192
H -4.24 3.86 4.46 0.456
H -2.11 -3.13 4.39 0.313
H -2.78 -4.50 3.48 0.440
H -1.23 -3.77 2.99 0.148
H -4.27 -1.88 4.05 0.237
H -4.87 -1.55 2.42 0.096
H -4.95 -3.20 3.08 0.545
H -2.09 -3.38 0.67 0.001
H -3.64 -4.13 1.13 0.520
H -3.60 -2.50 0.42 -0.012
S -2.33 2.41 0.37 -0.250
S -2.58 1.96 -1.52 0.021
S -1.66 -0.71 -1.08 -0.065
S 0.17 -0.28 -0.28 1.965
O -6.22 -0.58 0.24 -0.657
C -5.06 -0.29 -0.10 -0.150
O -4.08 -0.01 0.66 -0.116
H -4.82 -0.29 -1.18 0.148
C 2.62 3.22 -2.96 -1.608
C 1.25 2.89 -2.36 3.175
C 0.66 4.11 -1.66 -1.915
C 0.33 2.30 -3.43 0.226
C -0.49 3.13 -4.18 -0.613
C -1.31 2.62 -5.18 -1.699
C -1.31 1.26 -5.43 -0.387
C -0.51 0.39 -4.71 0.657
C -0.55 -1.09 -5.02 1.127
C -0.05 -1.37 -6.44 -1.572
C -1.95 -1.67 -4.82 -1.367
C 0.32 0.93 -3.72 -0.107
N 1.26 0.08 -3.04 0.745
B 1.35 -0.38 -1.68 -1.072
N 2.64 -0.99 -1.57 0.443
C 3.27 -0.92 -2.83 -1.137
C 2.44 -0.30 -3.70 -0.763
C 3.37 -1.40 -0.41 -0.034
C 4.40 -0.57 0.05 0.271
C 5.17 -1.01 1.12 -0.408
C 4.91 -2.23 1.73 -1.489
C 3.84 -3.01 1.29 -0.489
C 3.05 -2.61 0.22 0.428
C 1.92 -3.48 -0.29 2.363
C 2.43 -4.43 -1.38 -1.712
C 1.21 -4.24 0.82 -2.047
C 4.64 0.82 -0.53 1.867
C 6.07 0.98 -1.07 -1.867
C 4.33 1.90 0.50 -1.600
H 3.30 3.57 -2.18 0.362
H 2.52 4.01 -3.71 0.422
H 3.07 2.35 -3.44 0.259
H 1.40 2.13 -1.60 -1.430
H 0.65 4.99 -2.33 0.508
H 1.27 4.37 -0.79 0.425
H -0.36 3.93 -1.32 0.329
H -0.51 4.20 -3.97 0.302
H -1.95 3.28 -5.75 0.351
H -1.97 0.86 -6.20 0.364
H 0.13 -1.60 -4.33 -0.153
H -0.72 -0.93 -7.18 0.313
H -0.01 -2.45 -6.63 0.444
H 0.95 -0.96 -6.61 0.329
H -2.67 -1.20 -5.50 0.289
H -2.30 -1.51 -3.80 0.164
H -1.95 -2.75 -5.02 0.451
H 4.26 -1.32 -2.99 0.525
H 2.59 -0.08 -4.75 0.397
H 5.98 -0.39 1.49 0.325
H 5.52 -2.58 2.55 0.376
H 3.63 -3.95 1.79 0.310
H 1.18 -2.83 -0.75 -0.426
H 3.15 -5.14 -0.96 0.360
H 2.93 -3.88 -2.18 0.337
H 1.60 -4.99 -1.82 0.407
H 1.82 -5.05 1.23 0.369
H 0.29 -4.70 0.43 0.479
H 0.92 -3.57 1.64 0.336
H 3.96 0.96 -1.37 -0.846
H 6.80 0.90 -0.26 0.346
H 6.18 1.95 -1.54 0.446
H 6.30 0.21 -1.81 0.371
H 4.98 1.82 1.37 0.404
H 3.29 1.83 0.83 0.224
H 4.47 2.90 0.06 0.467
```

2S+1   5
ΔE to the lowest compared entry with this formula, charge and spin   0.0 kJ/mol
Total charge   -1
DFT total energy   -189628.566 eV
HOMO energy (alpha / beta)   -4.48 / -4.80 eV

Formula: C24H90N6O18
Source: OMol25
Level of theory: the ωB97M-V functional and the def2-TZVPD basis

The geometry in XYZ format:
```
138
Properties=species:S:1:pos:R:3:mulliken_charge:R:1
C -7.35 -19.37 -1.19 -1.584
C -8.80 -19.05 -0.75 1.465
C -9.86 -19.91 -1.46 -0.679
O -11.21 -19.71 -1.04 -0.453
C -11.72 -18.37 -1.28 -0.496
N -8.91 -19.36 0.70 -0.762
H -7.12 -20.43 -1.12 0.391
H -6.67 -18.82 -0.54 0.428
H -7.18 -19.05 -2.22 0.296
H -8.97 -17.98 -0.91 -0.518
H -9.62 -20.96 -1.27 0.344
H -9.78 -19.75 -2.54 0.290
H -11.74 -18.25 -2.37 0.247
H -11.22 -17.52 -0.81 0.285
H -12.77 -18.35 -0.99 0.232
H -9.91 -19.38 0.84 0.310
H -8.65 -20.33 0.85 0.306
C -8.74 -11.99 -3.03 -0.245
C -7.20 -12.00 -3.08 0.892
C -6.57 -10.70 -3.61 -1.065
O -7.02 -10.43 -4.92 -0.234
C -6.37 -9.37 -5.59 -1.074
N -6.77 -12.20 -1.71 -0.742
H -9.19 -11.16 -2.50 0.363
H -9.07 -12.97 -2.68 -0.131
H -9.11 -12.05 -4.06 -0.378
H -6.93 -12.83 -3.73 -0.084
H -5.49 -10.88 -3.67 0.400
H -6.72 -9.89 -2.88 0.375
H -5.33 -9.35 -5.25 0.429
H -6.78 -8.47 -5.12 0.397
H -6.36 -9.28 -6.67 0.284
H -7.03 -13.16 -1.54 0.208
H -5.76 -12.20 -1.66 0.319
C -11.12 -9.82 -5.84 -0.765
C -10.15 -9.19 -6.86 0.581
C -9.52 -7.89 -6.44 -0.810
O -10.48 -6.82 -6.42 -0.349
C -9.88 -5.55 -6.43 -0.767
N -9.13 -10.19 -7.16 -0.673
H -11.74 -10.54 -6.38 -0.009
H -11.80 -9.08 -5.40 0.481
H -10.61 -10.36 -5.05 0.053
H -10.72 -8.86 -7.73 0.315
H -8.66 -7.63 -7.07 0.532
H -9.09 -8.05 -5.44 0.160
H -9.42 -5.27 -5.48 0.287
H -10.56 -4.78 -6.77 0.288
H -9.06 -5.52 -7.16 0.310
H -9.66 -11.03 -7.38 0.331
H -8.62 -10.52 -6.35 0.187
C -19.70 -15.48 -3.00 -1.648
C -19.70 -13.99 -3.16 0.960
C -20.87 -13.31 -2.36 -1.068
O -22.11 -13.59 -3.00 -0.332
C -23.22 -13.33 -2.16 -0.762
N -18.45 -13.43 -2.63 -0.645
H -18.77 -16.02 -3.13 0.247
H -20.47 -15.94 -3.63 0.342
H -20.01 -15.62 -1.96 0.418
H -19.95 -13.74 -4.20 0.274
H -20.66 -12.25 -2.50 0.422
H -20.84 -13.60 -1.31 0.420
H -23.22 -13.91 -1.24 0.313
H -24.14 -13.50 -2.71 0.253
H -23.21 -12.29 -1.84 0.313
H -18.67 -12.53 -2.20 0.277
H -18.30 -14.00 -1.80 0.174
C -11.22 -14.19 -5.04 0.699
C -12.48 -14.49 -4.17 0.257
C -13.61 -15.24 -4.87 -0.715
O -14.67 -15.61 -4.03 0.882
C -15.36 -14.62 -3.28 -0.549
N -11.94 -15.23 -3.04 0.454
H -10.82 -15.09 -5.51 0.102
H -10.45 -13.73 -4.42 -0.716
H -11.50 -13.47 -5.81 -0.085
H -12.80 -13.52 -3.78 0.468
H -13.17 -16.18 -5.22 -0.609
H -13.99 -14.78 -5.78 0.648
H -14.69 -14.00 -2.68 0.286
H -16.06 -15.13 -2.62 -0.246
H -15.99 -14.01 -3.94 0.461
H -11.35 -15.98 -3.37 -0.065
H -12.65 -15.76 -2.53 -0.299
C -13.84 -19.06 -6.37 -1.307
C -15.07 -18.46 -7.16 0.271
C -16.00 -17.65 -6.27 -0.430
O -17.15 -17.33 -7.02 -0.489
C -18.04 -16.50 -6.25 -0.728
N -14.52 -17.55 -8.18 -0.606
H -13.51 -19.93 -6.93 0.414
H -14.08 -19.40 -5.36 0.365
H -13.02 -18.36 -6.20 0.109
H -15.51 -19.33 -7.64 0.536
H -15.52 -16.72 -5.95 -0.126
H -16.28 -18.10 -5.32 0.471
H -18.36 -17.09 -5.39 0.356
H -18.89 -16.20 -6.85 0.413
H -17.59 -15.57 -5.88 0.192
H -14.33 -18.09 -9.02 0.217
H -15.33 -17.03 -8.49 0.259
O -10.41 -16.75 -7.70 -0.663
H -10.54 -17.49 -7.11 0.333
H -11.18 -16.18 -7.55 0.349
O -15.12 -16.14 -0.20 -0.567
H -15.28 -16.46 0.69 0.273
H -14.58 -15.35 -0.09 0.225
O -12.76 -15.07 -8.00 -0.670
H -13.41 -14.36 -7.97 0.493
H -13.28 -15.88 -7.88 0.190
O -11.05 -12.52 -8.20 -0.562
H -11.37 -13.43 -8.14 0.302
H -11.18 -12.27 -9.11 0.255
O -14.13 -12.79 -7.46 -0.746
H -14.56 -11.95 -7.24 0.301
H -13.24 -12.71 -7.10 0.222
O -11.85 -13.50 -0.76 -0.677
H -11.91 -13.67 -1.72 0.267
H -10.91 -13.37 -0.61 0.258
O -17.94 -15.48 0.14 -0.608
H -17.85 -15.00 0.98 0.277
H -17.07 -15.88 -0.01 0.398
O -7.70 -14.67 -5.16 -0.641
H -8.14 -14.77 -6.01 0.260
H -7.24 -13.83 -5.22 0.332
O -17.52 -12.03 -4.82 -0.679
H -17.91 -12.55 -4.09 0.371
H -18.00 -12.31 -5.61 0.308
O -15.66 -17.76 -2.48 -0.796
H -15.55 -17.22 -1.69 0.382
H -15.60 -17.12 -3.20 0.093
O -9.43 -15.46 -1.01 -0.512
H -8.51 -15.54 -0.72 0.239
H -9.43 -15.79 -1.92 0.116
O -8.98 -16.57 -3.69 -0.442
H -8.43 -15.83 -4.01 0.294
H -8.62 -17.35 -4.12 0.210
```

ΔE to the lowest compared entry with this formula, charge and spin   212.9 kJ/mol
DFT total energy   -72140.778 eV
HOMO energy   -8.94 eV